The following is a DFT calculation (ωB97M-V/def2-TZVPD) of C28H29ClNO5S5SeTi as an isolated structure.

The geometry in XYZ format:
```
71
Properties=species:S:1:pos:R:3:lowdin_spin:R:1
Ti -0.4877 0.6973 -0.8099 0.911
C 1.2045 0.1852 3.2673 0.000
C -0.3216 0.2251 3.1605 0.000
S -1.0284 -0.5368 1.6576 0.014
C -1.2871 -2.2371 2.2889 0.003
C -0.0792 -3.1481 2.1375 0.000
S 0.3998 -3.3147 0.3865 0.000
C 2.1874 -2.9712 0.4891 0.000
C 2.6902 -2.2542 -0.7538 0.000
S 2.3008 -0.4710 -0.8462 0.003
C 3.7273 0.2106 0.0744 0.000
C 3.5281 0.2375 1.5923 0.000
S 2.0307 1.2110 1.9945 0.002
H 1.5885 -0.8308 3.1704 0.000
H 1.4885 0.5853 4.2423 0.000
H -0.6843 1.2476 3.1556 0.000
H -0.7625 -0.2961 4.0114 0.000
H -2.1353 -2.6274 1.7265 0.000
H -1.5704 -2.1523 3.3384 0.001
H -0.3068 -4.1434 2.5237 0.000
H 0.7690 -2.7448 2.6881 0.000
H 2.7054 -3.9255 0.6084 0.000
H 2.3596 -2.3623 1.3733 0.000
H 2.2371 -2.6901 -1.6439 0.000
H 3.7749 -2.3405 -0.8297 0.000
H 3.8323 1.2229 -0.3195 0.000
H 4.6141 -0.3687 -0.1881 0.000
H 4.3887 0.7015 2.0769 0.000
H 3.4076 -0.7707 1.9834 0.000
Cl -3.3815 -2.9018 -6.1882 -0.011
C -2.4723 -2.2762 -4.8349 -0.001
C -1.1654 -2.7159 -4.6509 0.152
C -0.4481 -2.2352 -3.5644 0.008
C -0.9923 -1.3207 -2.6675 0.094
O -0.3068 -0.9075 -1.6120 0.029
C -2.3288 -0.8391 -2.8949 0.036
C -2.9069 0.1322 -2.0549 0.338
O -2.2875 0.7800 -1.0995 0.205
C -3.0584 -1.3763 -3.9827 0.122
H -0.7233 -3.4265 -5.3345 0.011
H 0.5659 -2.5765 -3.3962 -0.003
H -3.9578 0.3879 -2.1961 0.018
H -4.0687 -1.0289 -4.1563 0.005
O -1.7215 5.5266 3.0100 0.001
S -0.6886 4.5245 2.9334 0.001
O -0.1726 4.0706 4.2098 0.002
N -1.1422 3.2344 2.0469 0.011
C -0.2828 3.0604 1.0472 0.008
O -0.3520 2.0542 0.2405 0.000
C 0.7374 4.0763 0.8811 0.000
C 1.7255 4.1619 -0.0987 0.001
C 2.5810 5.2467 -0.0706 0.000
C 2.4629 6.2367 0.9060 0.001
C 1.4947 6.1344 1.9000 0.000
C 0.6487 5.0516 1.8718 0.001
H 1.8065 3.3884 -0.8545 0.001
H 3.3539 5.3340 -0.8242 0.000
H 3.1342 7.0852 0.8948 0.000
H 1.4116 6.8864 2.6742 0.000
Se 0.4778 1.7578 -2.8220 0.019
C -0.1625 3.5774 -2.8630 0.004
C -1.1568 4.0375 -2.0011 0.004
C -1.5548 5.3663 -2.0410 0.000
C -1.0071 6.2375 -2.9700 0.003
C -0.0467 5.7731 -3.8568 0.000
C 0.3853 4.4574 -3.7959 0.002
H -1.6213 3.3618 -1.3016 0.001
H -2.3007 5.7139 -1.3363 0.000
H -1.3314 7.2702 -3.0062 0.000
H 0.3721 6.4420 -4.5996 0.000
H 1.1484 4.0945 -4.4729 0.000
```

Values from the calculation:
- HOMO (alpha / beta): -0.09114 / -0.16787 hartree
- ⟨S²⟩: 2.038
- LUMO level (alpha / beta): 1.9681 / 1.9697 eV
- Charge: -1
- Multiplicity: 3

---

The following is a DFT calculation (ωB97M-V/def2-TZVPD) of a single C8H11ClN4 molecule.

The geometry in XYZ format:
```
24
Properties=species:S:1:pos:R:3:nbo_charge:R:1
C 3.7988 0.0045 0.0453 0.081
C 3.0946 -1.1469 0.1049 0.007
C 1.1698 0.0550 -0.0710 0.363
C 1.9540 1.2644 -0.2255 -0.028
C -0.8495 -1.2250 -0.4432 -0.256
C -2.2185 -1.2599 0.3100 -0.228
C -2.3872 1.1016 0.5267 -0.256
C -1.0465 1.3342 -0.0580 -0.223
H 3.6909 -2.1091 0.1015 0.212
H 1.3881 2.1507 -0.6085 0.202
H -0.9737 -1.4078 -1.5402 0.174
H -0.1441 -2.0428 -0.1686 0.256
H -2.0384 -1.3858 1.4246 0.196
H -2.7573 -2.0909 -0.1049 0.198
H -3.1842 -0.0832 -0.9701 0.349
H -3.0604 1.9211 0.3398 0.213
H -2.2791 1.0631 1.6306 0.198
H -0.4074 1.9804 0.6817 0.214
H -1.0126 1.8758 -1.1083 0.189
N 1.7624 -1.1485 0.1016 -0.448
N 3.2342 1.1883 -0.1834 -0.369
N -0.2295 0.0385 -0.0611 -0.436
N -3.0357 -0.0663 0.0627 -0.605
Cl 5.5311 -0.0114 0.2135 -0.004
```

Values from the calculation:
- HOMO: -0.30123 hartree
- LUMO level: 0.4696 eV
- Charge: 0
- SMILES: Clc1cnc(N2CCNCC2)cn1

---

The following is a DFT calculation (ωB97M-V/def2-TZVPD) of C30H43F5HfOP2 as an isolated structure.

The geometry in XYZ format:
```
82
Properties=species:S:1:pos:R:3:lowdin_charge:R:1
Hf -0.1545 0.1870 -1.2119 1.433
C -0.5754 -2.0277 -0.0675 -0.309
C 0.7769 -1.8970 -0.5629 -0.387
C 0.6244 -0.7561 1.4434 -0.209
C -0.6688 -1.2798 1.1392 -0.222
C 1.5135 -1.1026 0.3984 -0.270
C -1.5889 -3.0454 -0.4838 -0.024
H -1.2303 -3.6702 -1.3095 0.087
H -2.5366 -2.5727 -0.7778 0.080
H -1.8146 -3.7223 0.3586 0.114
C -1.8588 -1.3235 2.0089 0.001
H -2.6580 -1.9138 1.5608 0.085
H -2.2537 -0.3210 2.1541 0.075
H -1.6292 -1.7370 2.9972 0.116
C 1.0283 -0.1259 2.7173 0.011
H 0.8207 -0.7846 3.5698 0.116
H 0.4824 0.8056 2.8847 0.077
H 2.0955 0.1129 2.7292 0.087
C 2.9994 -0.9984 0.4943 -0.028
H 3.3899 -1.5890 1.3415 0.116
H 3.3178 0.0403 0.6562 0.068
H 3.4905 -1.3641 -0.4133 0.083
C 1.3858 -2.7492 -1.6192 -0.047
H 1.9610 -3.5666 -1.1658 0.111
H 2.0843 -2.1903 -2.2516 0.069
H 0.6382 -3.2133 -2.2635 0.079
C -1.8423 1.0671 -5.5678 -0.150
C -2.1575 -0.2314 -5.3470 -0.165
C -1.3528 -1.4150 -5.7861 -0.154
C 0.1954 -1.2449 -5.6367 -0.142
C 0.6757 -0.3736 -4.5140 -0.131
C 1.0749 0.9012 -4.7670 -0.145
C 0.6278 1.7838 -5.8907 -0.149
C -0.7865 1.5286 -6.5006 -0.145
H -1.5745 -1.6742 -6.8424 0.140
H 0.5944 -0.8699 -6.6009 0.127
H -1.6769 -2.2832 -5.1792 0.119
H -0.6886 0.8037 -7.3202 0.122
H -2.5126 1.8563 -5.2155 0.091
H -3.1712 -0.4564 -4.9830 0.127
H -1.1106 2.4829 -6.9502 0.134
H 0.6835 2.8290 -5.5360 0.112
H 1.9169 1.3481 -4.2488 0.061
H 1.3628 1.7406 -6.7269 0.146
H 0.6214 -2.2575 -5.5106 0.130
H 0.9765 -0.8936 -3.6035 0.066
P -2.2695 1.2723 -2.1815 0.953
P 1.6604 1.9445 -1.6711 0.830
C -0.9479 2.2983 -3.1019 -0.352
C 0.4123 2.9446 -2.5847 -0.322
H -1.5262 3.1062 -3.5716 0.112
H -0.6938 1.6151 -3.9104 -0.009
H 0.9625 3.3205 -3.4611 0.087
H 0.1435 3.8063 -1.9718 0.080
C 2.2905 3.0012 -0.3592 -0.205
H 2.7129 2.3707 0.4371 0.058
H 1.4901 3.6102 0.0762 0.053
H 3.0685 3.6504 -0.7858 0.077
C 3.2071 1.2638 -2.3804 -0.228
H 3.7154 2.0651 -2.9312 0.073
H 3.0083 0.4073 -3.0390 0.036
H 3.8477 0.8838 -1.5698 0.060
C -3.8975 1.5411 -2.8953 -0.212
H -4.5456 0.6858 -2.6513 0.077
H -3.8788 1.6717 -3.9855 0.040
H -4.3205 2.4420 -2.4226 0.073
C -1.7669 -0.5016 -2.6513 -0.328
H -0.9005 -1.1833 -2.2753 0.040
H -1.4536 -0.3817 -3.6931 -0.016
H -2.6411 -1.1574 -2.5560 0.099
F -1.9646 6.0233 3.0758 0.145
C -1.7382 4.9212 2.3369 -0.106
C -1.6726 4.9994 0.9490 -0.121
F -1.7712 6.1890 0.3210 0.134
C -1.5338 3.8534 0.1982 -0.126
F -1.9320 3.9694 -1.1081 0.045
C -1.2077 2.6103 0.7849 -0.215
O -0.7643 1.5606 0.0844 -0.326
C -1.4001 2.5669 2.1835 -0.099
F -1.5393 1.3818 2.8560 0.064
C -1.6227 3.6871 2.9451 -0.118
F -1.7421 3.5559 4.2840 0.143
```

Values from the calculation:
- HOMO: -0.50801 hartree
- LUMO level: -6.3587 eV
- Charge: +2

---

The following is a DFT calculation (ωB97M-V/def2-TZVPD) of a 2-piece molecular cluster, C2H8N3O overall.

The geometry in XYZ format:
```
14
Properties=species:S:1:pos:R:3:lowdin_spin:R:1
N 0.5953 -0.0004 0.7142 0.001
C -0.6727 -0.2930 0.7535 0.000
N -1.6477 0.4801 1.3284 0.000
N -1.0966 -1.4502 0.0750 0.001
H 1.2564 -0.6454 0.3061 0.000
H 0.9596 0.9341 0.8772 0.000
H -2.1689 -0.0140 2.0530 0.000
H -2.3237 0.8876 0.6846 0.000
H -1.6097 -2.1006 0.6667 0.000
H -1.7336 -1.1951 -0.6768 0.000
O 3.2263 1.2796 -1.7650 0.705
C 2.1270 0.8483 -1.6641 0.141
H 1.8651 -0.2221 -1.8574 0.075
H 1.2233 1.4910 -1.4953 0.076
```

Values from the calculation:
- HOMO (alpha / beta): -0.67770 / -0.67754 hartree
- ⟨S²⟩: 0.759
- LUMO level (alpha / beta): -11.4701 / -14.6905 eV
- Charge: +2
- Multiplicity: 2

---

Values for energy above the lowest of the compared OMol25 structures with the same formula, charge and spin, kJ/mol, ordered as above
144.4; 91.0; 558.0; 326.8
Values for calculated total energy, eV, ordered as above
-196398.12195; -26956.05639; -67307.36656; -8698.78856